ORCA calculation (the ωB97M-V functional and the def2-TZVPD basis) on a single C4H6N2S molecule at a distorted geometry.

Multiplicity: 1
Max |F|: 1.928 eV/Å
HOMO-LUMO gap: 9.420 eV
E_HOMO: -8.5015 eV
Energy relative to the best compared isomer or geometry (same formula, charge and spin): 1.077 eV
SMILES: Cn1ccc(S)n1
E_tot: -663.68896 hartree
Net charge: 0

Each atom is followed by the atoms it is bonded to, with distances in Å.
Geometry (Å):
1 C -1.86444 -0.86499 -0.02947  N2 1.433, H8 1.100, H9 1.127, H10 1.129
2 N -0.61731 -0.16341 -0.10933  C1 1.433, C3 1.365, N7 1.350
3 C -0.42664 1.18780 -0.09024  N2 1.365, C4 1.379, H11 1.076
4 C 0.93480 1.40325 -0.05558  C3 1.379, C5 1.428, H12 1.063
5 C 1.45187 0.07281 -0.10270  C4 1.428, S6 1.826, N7 1.322
6 S 3.23428 -0.32374 -0.08996  C5 1.826, H13 1.334
7 N 0.53016 -0.87307 -0.16393  N2 1.350, C5 1.322
8 H -2.63051 -0.10387 0.18235  C1 1.100
9 H -2.06094 -1.42991 -0.98443  C1 1.127
10 H -1.78536 -1.62860 0.79869  C1 1.129
11 H -1.24854 1.87544 0.00621  C3 1.076
12 H 1.40205 2.34364 0.10859  C4 1.063
13 H 3.08057 -1.49536 0.52977  S6 1.334